Here is a 12-piece molecular cluster, C48H72O24 overall from the Open Molecules 2025 dataset. Energies are from ωB97M-V with the def2-TZVPD basis set.

Computed properties:
* E_LUMO (alpha / beta): -3.3 / -8.5 eV
* HOMO-LUMO gap (alpha / beta): 8.46 / 3.31 eV
* ΔE to the lowest compared entry with this formula, charge and spin: 58.58 kcal/mol
* E_HOMO (alpha / beta): -11.779 / -11.779 eV
* <S²>: 0.7560
* E_tot: -3677.6044 Eh
* charge: +1
* multiplicity: 2

Last columns: bonded neighbours and bond lengths (Å).
CARTESIAN COORDINATES (ANGSTROEM)
1 O -2.82252 -19.90658 16.35272  C2 1.206
2 C -1.72341 -19.53367 16.67875  O1 1.206, O3 1.313, C6 1.512
3 O -0.63206 -19.95816 16.08430  C2 1.313, C4 1.437
4 C 0.51100 -19.22085 16.54882  O3 1.437, C5 1.523, H7 1.090, H8 1.090
5 C -0.03478 -18.20470 17.54259  C4 1.523, C6 1.567, H9 1.090, H10 1.090
6 C -1.46265 -18.72233 17.92735  C2 1.512, C5 1.567, H11 1.090, H12 1.090
7 H 0.98922 -18.64552 15.75610  C4 1.090
8 H 1.24019 -19.85156 17.05735  C4 1.090
9 H -0.05731 -17.18356 17.16200  C5 1.090
10 H 0.37639 -18.08128 18.54449  C5 1.090
11 H -2.27844 -18.01846 18.09216  C6 1.090
12 H -1.45066 -19.58256 18.59665  C6 1.090
13 O -0.74845 -12.06313 12.33540  C14 1.229
14 C -0.67728 -12.45201 13.49856  O13 1.229, O15 1.370, C18 1.481
15 O 0.06812 -11.77431 14.42711  C14 1.370, C16 1.488
16 C 0.07401 -12.40246 15.77632  O15 1.488, C17 1.529, H19 1.090, H20 1.090
17 C -0.79760 -13.65321 15.66135  C16 1.529, C18 1.541, H21 1.090, H22 1.090
18 C -1.32507 -13.57499 14.21527  C14 1.481, C17 1.541, H23 1.090, H24 1.090
19 H -0.32807 -11.59494 16.38816  C16 1.090
20 H 1.10156 -12.63871 16.05277  C16 1.090
21 H -1.51024 -13.73650 16.48190  C17 1.090
22 H -0.30987 -14.62103 15.77775  C17 1.090
23 H -2.36459 -13.30915 14.02339  C18 1.090
24 H -1.03848 -14.45693 13.64243  C18 1.090
25 O 1.66818 -11.65716 20.13152  C26 1.224
26 C 1.44013 -12.83988 19.91606  O25 1.224, O27 1.324, C30 1.513
27 O 0.18786 -13.23371 20.08832  C26 1.324, C28 1.405
28 C 0.01616 -14.47053 19.44532  O27 1.405, C29 1.503, H31 1.090, H32 1.090
29 C 1.34812 -15.05068 19.06099  C28 1.503, C30 1.518, H33 1.090, H34 1.090
30 C 2.33661 -13.96958 19.45794  C26 1.513, C29 1.518, H35 1.090, H36 1.090
31 H -0.78722 -14.28314 18.73288  C28 1.090
32 H -0.22840 -15.21250 20.20543  C28 1.090
33 H 1.40210 -15.07280 17.97255  C29 1.090
34 H 1.50866 -16.03471 19.50145  C29 1.090
35 H 3.10039 -13.74049 18.71481  C30 1.090
36 H 2.90449 -14.30637 20.32523  C30 1.090
37 O -3.10606 -14.72932 18.55312  C38 1.212
38 C -3.22775 -15.17947 19.67137  O37 1.212, O39 1.284, C42 1.542
39 O -3.28138 -16.45412 19.81998  C38 1.284, C40 1.423
40 C -3.37327 -16.85115 21.18308  O39 1.423, C41 1.541, H43 1.090, H44 1.090
41 C -3.94945 -15.60681 21.88651  C40 1.541, C42 1.520, H45 1.090, H46 1.090
42 C -3.59354 -14.44284 20.97538  C38 1.542, C41 1.520, H47 1.090, H48 1.090
43 H -2.34967 -17.02113 21.51692  C40 1.090
44 H -3.85673 -17.82296 21.28276  C40 1.090
45 H -3.55833 -15.54874 22.90226  C41 1.090
46 H -5.02021 -15.78771 21.98064  C41 1.090
47 H -2.68809 -13.90485 21.25613  C42 1.090
48 H -4.43814 -13.77008 20.82657  C42 1.090
49 O -2.13193 -23.14994 11.83161  C50 1.200
50 C -1.71879 -22.04256 12.03652  O49 1.200, O51 1.337, C54 1.514
51 O -1.52421 -21.24926 10.97780  C50 1.337, C52 1.489
52 C -1.28795 -19.83507 11.38050  O51 1.489, C53 1.578, H55 1.090, H56 1.090
53 C -1.66987 -19.91208 12.91009  C52 1.578, C54 1.548, H57 1.090, H58 1.090
54 C -1.44657 -21.37411 13.36695  C50 1.514, C53 1.548, H59 1.090, H60 1.090
55 H -1.90618 -19.20106 10.74495  C52 1.090
56 H -0.24211 -19.71281 11.09876  C52 1.090
57 H -2.66270 -19.50735 13.10648  C53 1.090
58 H -1.00951 -19.29484 13.51922  C53 1.090
59 H -2.14409 -21.58870 14.17658  C54 1.090
60 H -0.43576 -21.46613 13.76431  C54 1.090
61 O -6.19139 -22.35382 20.52576  C62 1.249
62 C -6.10317 -21.28589 19.88356  O61 1.249, O63 1.307, C66 1.541
63 O -7.14471 -20.50456 19.76768  C62 1.307, C64 1.456
64 C -6.82526 -19.23356 19.13329  O63 1.456, C65 1.590, H67 1.090, H68 1.090
65 C -5.41727 -19.45923 18.42935  C64 1.590, C66 1.509, H69 1.090, H70 1.090
66 C -4.93825 -20.76089 19.02296  C62 1.541, C65 1.509, H71 1.090, H72 1.090
67 H -6.70995 -18.47346 19.90599  C64 1.090
68 H -7.53291 -18.98557 18.34219  C64 1.090
69 H -4.87552 -18.56013 18.72300  C65 1.090
70 H -5.58117 -19.58315 17.35889  C65 1.090
71 H -4.01819 -20.71993 19.60597  C66 1.090
72 H -4.73927 -21.41741 18.17591  C66 1.090
73 O -6.22213 -25.39086 14.13766  C74 1.255
74 C -6.15564 -24.35848 14.84879  O73 1.255, O75 1.374, C78 1.473
75 O -4.92534 -23.77535 15.03319  C74 1.374, C76 1.414
76 C -5.01483 -22.58318 15.78747  O75 1.414, C77 1.551, H79 1.090, H80 1.090
77 C -6.16916 -22.95193 16.75545  C76 1.551, C78 1.546, H81 1.090, H82 1.090
78 C -7.09294 -23.75750 15.81278  C74 1.473, C77 1.546, H83 1.090, H84 1.090
79 H -5.30674 -21.70536 15.21100  C76 1.090
80 H -4.05260 -22.34744 16.24206  C76 1.090
81 H -6.84273 -22.22308 17.20619  C77 1.090
82 H -6.00922 -23.76547 17.46304  C77 1.090
83 H -7.72202 -23.05511 15.26596  C78 1.090
84 H -7.72774 -24.53054 16.24583  C78 1.090
85 O 2.92471 -19.42398 11.62113  C86 1.217
86 C 3.35307 -18.58894 12.39575  O85 1.217, O87 1.362, C90 1.537
87 O 2.56051 -17.78168 13.15329  C86 1.362, C88 1.459
88 C 3.37116 -16.83782 13.91575  O87 1.459, C89 1.482, H91 1.090, H92 1.090
89 C 4.64433 -17.57513 14.09181  C88 1.482, C90 1.556, H93 1.090, H94 1.090
90 C 4.82080 -18.25027 12.70117  C86 1.537, C89 1.556, H95 1.090, H96 1.090
91 H 2.92134 -16.66878 14.89411  C88 1.090
92 H 3.39003 -15.85514 13.44449  C88 1.090
93 H 4.49841 -18.33451 14.86003  C89 1.090
94 H 5.46455 -16.94676 14.43895  C89 1.090
95 H 5.21462 -19.26401 12.77415  C90 1.090
96 H 5.27030 -17.51688 12.03170  C90 1.090
97 O 0.18983 -20.35536 20.98129  C98 1.258
98 C -0.82230 -20.53138 21.70808  O97 1.258, O99 1.355, C102 1.527
99 O -2.01519 -20.00930 21.33468  C98 1.355, C100 1.406
100 C -3.01133 -20.42654 22.23418  O99 1.406, C101 1.499, H103 1.090, H104 1.090
101 C -2.36815 -20.91851 23.49515  C100 1.499, C102 1.564, H105 1.090, H106 1.090
102 C -1.01080 -21.44126 22.91965  C98 1.527, C101 1.564, H107 1.090, H108 1.090
103 H -3.68853 -21.20359 21.87964  C100 1.090
104 H -3.67886 -19.58504 22.41958  C100 1.090
105 H -3.01178 -21.64310 23.99394  C101 1.090
106 H -2.34963 -20.03274 24.13010  C101 1.090
107 H -1.12219 -22.49037 22.64566  C102 1.090
108 H -0.22927 -21.38370 23.67727  C102 1.090
109 O 3.89333 -21.19321 15.77847  C110 1.219
110 C 3.50617 -21.77747 16.77521  O109 1.219, O111 1.302, C114 1.562
111 O 2.40185 -22.45577 16.90077  C110 1.302, C112 1.437
112 C 2.22143 -23.15900 18.14081  O111 1.437, C113 1.579, H115 1.090, H116 1.090
113 C 3.34117 -22.53727 19.06387  C112 1.579, C114 1.516, H117 1.090, H118 1.090
114 C 4.36224 -22.05469 18.05255  C110 1.562, C113 1.516, H119 1.090, H120 1.090
115 H 2.23646 -24.23726 17.98194  C112 1.090
116 H 1.24969 -22.88667 18.55269  C112 1.090
117 H 3.91289 -23.28552 19.61283  C113 1.090
118 H 2.97997 -21.71973 19.68777  C113 1.090
119 H 5.12719 -22.78189 17.78027  C114 1.090
120 H 4.93769 -21.19736 18.40178  C114 1.090
121 O -3.38243 -25.79707 19.51772  C122 1.231
122 C -2.76272 -24.79895 19.14950  O121 1.231, O123 1.306, C126 1.525
123 O -2.69977 -24.39667 17.90834  C122 1.306, C124 1.446
124 C -1.60798 -23.47467 17.68423  O123 1.446, C125 1.572, H127 1.090, H128 1.090
125 C -1.74083 -22.67786 19.03310  C124 1.572, C126 1.560, H129 1.090, H130 1.090
126 C -2.14192 -23.76239 20.08041  C122 1.525, C125 1.560, H131 1.090, H132 1.090
127 H -1.78007 -22.86269 16.79881  C124 1.090
128 H -0.63658 -23.96508 17.62118  C124 1.090
129 H -2.56200 -21.98423 18.85243  C125 1.090
130 H -0.74673 -22.24104 19.12824  C125 1.090
131 H -2.87841 -23.35058 20.77040  C126 1.090
132 H -1.31082 -24.23700 20.60207  C126 1.090
133 O -3.15534 -17.17281 11.83664  C134 1.241
134 C -3.66178 -16.95150 12.94822  O133 1.241, O135 1.341, C138 1.572
135 O -2.96287 -16.49339 13.99762  C134 1.341, C136 1.477
136 C -3.74497 -16.58050 15.24789  O135 1.477, C137 1.526, H139 1.090, H140 1.090
137 C -5.20657 -16.67660 14.81935  C136 1.526, C138 1.513, H141 1.090, H142 1.090
138 C -5.14609 -17.20105 13.40123  C134 1.572, C137 1.513, H143 1.090, H144 1.090
139 H -3.61821 -15.63330 15.77215  C136 1.090
140 H -3.43356 -17.41598 15.87486  C136 1.090
141 H -5.67085 -15.69159 14.86731  C137 1.090
142 H -5.82602 -17.39835 15.35177  C137 1.090
143 H -5.94499 -16.80332 12.77539  C138 1.090
144 H -5.22421 -18.28776 13.36866  C138 1.090